# C7H8NO5

The ion C7H8NO5 with charge -1 at a distorted geometry (the ωB97M-V functional and the def2-TZVPD basis, the OMol25 dataset).

Calculated values
molecular weight	186.14	g mol⁻¹
LUMO level	3.6	eV
frontier orbital gap	8.770	eV
energy above the lowest of the compared OMol25 structures with the same formula, charge and spin	0.0	kJ/mol
charge	-1
energy	-19116.8101	eV

Last columns: bonded neighbours and bond lengths (Å).
Element x y z (Å)
1 C 1.240 1.874 -0.403  C6 1.547, N8 1.348, O10 1.175
2 C 0.450 -2.053 -0.252  C7 1.642, O9 1.250, O11 1.252
3 C -1.394 0.155 0.967  C4 1.584, C5 1.494, H14 1.041, H15 1.126
4 C -1.148 -0.136 -0.570  C3 1.584, C7 1.512, H16 1.136, H17 1.087
5 C -0.657 1.413 1.293  C3 1.494, N8 1.410, H18 1.161, H19 1.070
6 C 1.260 0.346 -0.161  C1 1.547, C7 1.500, N8 1.562, O12 1.405
7 C 0.278 -0.541 -0.868  C2 1.642, C4 1.512, C6 1.500, O13 1.367
8 N 0.634 1.467 0.730  C1 1.348, C5 1.410, C6 1.562
9 O 0.587 -2.157 0.986  C2 1.250
10 O 1.472 2.819 -1.062  C1 1.175
11 O 0.423 -2.940 -1.134  C2 1.252
12 O 2.392 -0.251 0.418  C6 1.405, H20 1.001
13 O 0.437 -0.588 -2.225  C7 1.367, H21 0.925
14 H -2.374 0.407 1.211  C3 1.041
15 H -1.125 -0.746 1.587  C3 1.126
16 H -1.671 -0.977 -1.128  C4 1.136
17 H -1.325 0.723 -1.212  C4 1.087
18 H -1.378 2.255 0.947  C5 1.161
19 H -0.619 1.473 2.362  C5 1.070
20 H 1.960 -1.042 0.854  O12 1.001
21 H 0.558 -1.498 -2.340  O13 0.925

Atomic partial charges in e from the Löwdin method, atoms 1 to 2: -0.371, -0.600